Entry 1:
9
Properties=species:S:1:pos:R:3 method="wB97M-V/def2-TZVPD" total_energy_ha=-1063.1792 total_charge=0 orbital_gap_ev="6.8 / 7.7" lumo_ev="-1.888 / -1.118" e_above_lowest_kcal_mol=73.0
C -0.827 -0.909 1.330
C 1.402 0.629 -0.390
C -1.244 -0.719 0.041
N -0.438 -1.262 2.369
I 0.999 2.468 -1.208
I -2.161 1.234 -0.339
I -1.663 -2.201 -1.339
H 2.053 0.762 0.553
H 1.879 -0.003 -1.015

Entry 2:
53
Properties=species:S:1:pos:R:3 method="wB97M-V/def2-TZVPD" s_squared=0.770 total_energy_ha=-2597.1909 total_charge=0 orbital_gap_ev="8.9 / 8.4" lumo_ev="0.531 / 0.494" e_above_lowest_kcal_mol=0.0 spin_multiplicity=2
Cr 0.183 0.003 -0.332
C 2.119 -3.617 0.830
C 1.202 -2.975 0.000
N 0.848 -1.803 0.516
N 1.542 -1.658 1.664
C 2.310 -2.735 1.873
B 1.340 -0.422 2.557
N -0.177 -0.235 2.713
C -0.874 0.036 3.826
C -2.103 0.534 3.458
C -2.063 0.534 2.062
N -0.903 0.062 1.614
N 1.827 0.897 1.907
C 2.753 1.753 2.362
C 2.734 2.883 1.570
C 1.733 2.626 0.631
N 1.192 1.435 0.844
H 2.582 -4.577 0.689
H 0.814 -3.286 -0.953
H 2.925 -2.799 2.754
H 1.884 -0.581 3.610
H -0.426 -0.139 4.790
H -2.914 0.846 4.092
H -2.818 0.872 1.379
H 3.348 1.495 3.222
H 3.349 3.760 1.660
H 1.409 3.232 -0.197
C -1.901 -0.191 -1.128
C -1.410 1.149 -1.247
C -0.284 1.108 -2.124
C -0.115 -0.246 -2.563
C -1.091 -1.033 -1.927
C -1.362 -2.489 -2.139
C 0.823 -0.700 -3.630
C 0.477 2.277 -2.656
C -2.016 2.395 -0.671
C -3.174 -0.686 -0.509
H -2.294 -2.613 -2.698
H -1.477 -3.028 -1.198
H -0.569 -2.963 -2.715
H 0.328 -0.613 -4.602
H 1.121 -1.738 -3.491
H 1.729 -0.103 -3.638
H 0.158 2.495 -3.679
H 1.548 2.070 -2.660
H 0.305 3.174 -2.062
H -1.930 3.217 -1.382
H -1.533 2.702 0.259
H -3.078 2.257 -0.466
H -3.844 0.129 -0.243
H -3.003 -1.295 0.378
H -3.701 -1.304 -1.239
Cl 2.477 -0.111 -1.109

Entry 3:
48
Properties=species:S:1:pos:R:3 method="wB97M-V/def2-TZVPD" total_energy_ha=-1582.9870 total_charge=0 orbital_gap_ev=9.2 lumo_ev=0.608 smiles="COc1ccc(S(=O)(=O)N(C)CC(=O)NCc2ccccc2)cc1OC" e_above_lowest_kcal_mol=33.6
C -1.575 1.862 4.228
H -2.263 1.044 3.993
O -0.232 1.458 4.099
C 0.197 1.014 2.895
C -0.576 0.958 1.745
C -0.046 0.472 0.558
C 1.264 0.055 0.533
C 2.068 0.109 1.662
C 1.550 0.587 2.854
O 2.234 0.686 4.017
C 3.580 0.268 4.037
H 3.920 0.433 5.058
H 4.193 0.857 3.348
H 3.674 -0.793 3.788
H 3.086 -0.227 1.566
S 1.943 -0.614 -0.971
O 3.376 -0.630 -0.884
O 1.292 -1.866 -1.265
N 1.389 0.495 -2.099
C 2.063 1.767 -2.002
H 1.483 2.521 -2.533
H 3.080 1.728 -2.407
H 2.116 2.034 -0.947
C 1.138 -0.012 -3.441
C -0.378 -0.160 -3.640
O -1.015 0.536 -4.404
N -0.896 -1.132 -2.875
H -0.274 -1.617 -2.234
C -2.318 -1.395 -2.785
C -2.841 -1.014 -1.424
C -2.593 -1.834 -0.329
C -3.046 -1.480 0.929
C -3.750 -0.301 1.106
C -3.986 0.530 0.024
C -3.529 0.177 -1.234
H -3.710 0.826 -2.079
H -4.530 1.454 0.158
H -4.120 -0.032 2.086
H -2.854 -2.128 1.772
H -2.045 -2.755 -0.466
H -2.494 -2.460 -2.972
H -2.800 -0.804 -3.567
H 1.531 0.681 -4.187
H 1.619 -0.986 -3.565
H -0.645 0.427 -0.336
H -1.603 1.284 1.757
H -1.695 2.147 5.272
H -1.800 2.721 3.589